Entry 1:
DFT (the ωB97M-V functional and the def2-TZVPD basis) results for the ion C2H7N3S2 with charge +2.

Geometry (Å):
C (0.079105, -0.161374, -0.582241)
C (0.164635, -0.045429, 0.824474)
N (0.204156, -1.445430, -1.136157)
N (-0.135728, 0.900438, -1.493207)
N (0.142037, 1.233255, 1.479161)
S (-0.960009, -2.431017, 1.277843)
S (-0.636125, -2.753316, -0.540590)
H (0.638456, -0.826228, 1.400767)
H (0.473332, -1.475369, -2.151140)
H (0.521524, 1.701596, -1.740614)
H (-0.460182, 0.455352, -2.416843)
H (-0.797396, 1.290262, 2.151205)
H (-0.303766, 2.034241, 0.989935)
H (1.069960, 1.523018, 1.937407)

Force components x, y, z for each atom (eV/Å):
C 1.3 1.9 1.2
C 0.9 -0.3 -3.1
N -0.4 0.5 -0.5
N 0.0 -1.7 -1.8
N -3.4 2.0 2.4
S -0.5 -1.5 -0.7
S 0.0 0.4 0.6
H 0.0 0.6 -0.1
H -0.3 -0.2 1.1
H -0.8 -1.6 1.1
H 0.4 1.4 1.7
H 3.3 -0.8 -0.5
H 1.3 -0.2 -1.2
H -1.8 -0.4 -0.4

Calculated values
Total charge: +2
HOMO level (spin up / spin down) in hartree: -0.649 / -0.649
Lowest unoccupied orbital energy (spin up / spin down) in eV: -11.102 / -11.104

***

Entry 2:
DFT (the ωB97M-V functional and the def2-TZVPD basis) results for the ion C2H7N4 with charge +1.

Geometry (Å):
C (0.774775, 1.358181, 0.254698)
C (1.286184, -1.219654, 0.146034)
N (2.070781, 0.833394, -0.273402)
N (2.195043, -0.345298, -0.135720)
N (-0.095860, 0.308310, 0.621071)
N (-1.143271, -0.158460, -0.291190)
H (0.919200, 1.805766, 1.238663)
H (0.328068, 2.113620, -0.606835)
H (0.863600, -1.793570, -0.656646)
H (1.500357, -1.833514, 0.952649)
H (-1.139900, -0.163496, -1.363455)
H (-1.922650, 0.396243, -0.284285)
H (-1.561767, -1.015284, 0.008336)

Force components x, y, z for each atom (eV/Å):
C -3.1 1.0 -2.1
C -2.3 0.2 0.6
N 1.6 1.3 0.2
N 1.5 0.9 -1.8
N 0.1 -2.8 -0.1
N 1.0 0.1 -2.8
H 0.7 0.7 -0.5
H 1.3 -1.7 2.3
H -0.3 0.1 -0.7
H 0.1 -0.9 2.0
H 1.5 -0.6 1.0
H -2.7 2.9 1.3
H 0.5 -1.2 0.5

Calculated values
Total charge: +1
HOMO level in hartree: -0.533
Lowest unoccupied orbital energy in eV: -4.377

***

Entry 3:
DFT (the ωB97M-V functional and the def2-TZVPD basis) results for the ion C2H7N4 with charge +1.

Geometry (Å):
C (-1.704369, -0.260388, -0.102349)
C (2.171184, -0.264060, -0.093159)
N (0.212826, 1.149340, 0.204624)
N (-1.016125, 1.172147, 0.054555)
N (-0.808205, -1.268085, 0.167549)
N (0.858055, 0.128731, 0.250248)
H (-2.659043, -0.212640, 0.471318)
H (-2.016762, -0.158102, -1.164587)
H (2.803806, -0.839441, 0.458638)
H (2.570354, 0.827590, -0.238660)
H (1.996144, -0.748562, -1.056029)
H (-1.556232, 2.039854, -0.084990)
H (-0.851631, -1.566379, 1.132844)

Force components x, y, z for each atom (eV/Å):
C -1.6 1.5 -1.3
C -0.5 4.6 -3.7
N 1.8 0.7 -0.7
N -1.6 -0.7 0.5
N 2.1 1.2 -0.5
N -4.3 -2.6 2.0
H 0.9 -0.1 0.2
H 0.5 -0.7 0.4
H 0.9 -1.5 2.6
H 0.3 -2.2 -0.1
H 0.6 0.1 -0.2
H 0.8 -0.4 0.4
H 0.2 0.2 0.5

Calculated values
Total charge: +1
HOMO level (spin up / spin down) in hartree: -0.551 / -0.550
Lowest unoccupied orbital energy (spin up / spin down) in eV: -6.179 / -6.178

***

Entry 4:
DFT (the ωB97M-V functional and the def2-TZVPD basis) results for a cluster of 2 separate species, C2H7N4O in total.

Geometry (Å):
C (0.144417, -0.877078, 1.959549)
C (-0.418838, 1.520290, -1.307846)
N (0.526235, 1.689221, -0.447129)
N (1.150701, 1.811713, 0.461535)
N (0.218361, -1.076130, 0.734542)
N (-0.980462, 0.263646, -1.372058)
O (1.253076, -1.777301, 0.185084)
H (0.745948, -1.420171, 2.672919)
H (-0.723546, -0.332165, 2.405435)
H (-0.495357, 2.295698, -2.158654)
H (-0.997594, -0.145298, -2.298309)
H (-2.021833, 0.473067, -1.082379)
H (-0.506587, -0.498953, -0.536368)
H (2.105479, -1.926538, 0.783679)

Force components x, y, z for each atom (eV/Å):
C -1.5 -0.2 2.1
C 1.6 3.9 -2.8
N -1.2 0.1 -0.1
N 1.7 0.3 1.2
N 0.4 0.3 -1.7
N -3.6 -2.2 2.1
O 2.2 -0.7 0.9
H 0.7 0.2 0.1
H 0.8 -0.3 -0.8
H 0.0 -1.6 1.6
H 0.1 -0.3 -0.3
H 2.0 -1.5 -0.8
H -0.6 1.2 -0.6
H -2.7 0.6 -1.1

Calculated values
Total charge: +1
HOMO level in hartree: -0.483
Lowest unoccupied orbital energy in eV: -3.700

***

Entry 5:
DFT (the ωB97M-V functional and the def2-TZVPD basis) results for a cluster of 2 separate species, C2H7N4O in total.

Geometry (Å):
C (0.462746, 2.335496, -0.753013)
C (-0.895032, -1.280821, -0.473341)
N (0.699921, -0.753231, 1.192522)
N (1.476119, -0.302312, 0.301656)
N (-0.531040, -1.113150, 0.982598)
N (-0.616528, 2.130164, -1.172594)
O (1.504524, 2.283449, -0.267063)
H (-0.430211, -2.180627, -0.963362)
H (-2.046129, -1.282720, -0.661465)
H (-0.488994, -0.374737, -1.035556)
H (1.073482, -0.985684, 2.116544)
H (-1.225445, -0.858806, 1.613540)
H (2.364563, -0.235567, 0.690279)
H (-1.347977, 2.618546, -1.570745)

Force components x, y, z for each atom (eV/Å):
C 0.5 -0.1 0.4
C -1.0 1.4 -1.3
N 2.2 1.0 -0.4
N -3.5 -1.6 0.1
N 0.1 -1.5 -4.1
N -1.0 -1.3 -0.2
O 1.8 0.5 0.7
H -0.4 0.7 1.1
H 2.2 -0.1 0.9
H -0.7 -1.2 0.7
H -0.2 0.4 0.4
H -1.1 0.4 1.7
H 2.3 0.4 0.9
H -1.3 1.1 -0.8

Calculated values
Total charge: +1
HOMO level (spin up / spin down) in hartree: -0.539 / -0.539
Lowest unoccupied orbital energy (spin up / spin down) in eV: -5.588 / -5.588

***

Entry 6:
DFT (the ωB97M-V functional and the def2-TZVPD basis) results for the ion C2H7N4S with charge +1.

Geometry (Å):
C (1.323341, -0.612385, -0.012453)
C (0.326757, 1.731019, 0.260762)
N (0.067981, -0.899213, 0.114669)
N (2.292789, -1.548337, -0.077946)
N (-1.965404, -0.112656, -0.672436)
N (-0.954326, -0.025613, 0.237557)
S (1.831277, 1.104036, -0.209753)
H (-0.141189, 2.462287, -0.337419)
H (-0.033983, 1.969212, 1.241757)
H (2.023882, -2.512241, -0.282791)
H (3.240927, -1.145146, -0.045633)
H (-2.290579, -1.078759, -0.889951)
H (-2.799009, 0.359228, -0.422358)
H (-1.131337, 0.192626, 1.180928)

Force components x, y, z for each atom (eV/Å):
C 0.9 1.0 -0.2
C 1.1 3.2 0.3
N -1.2 -0.8 -0.2
N -0.9 1.4 0.0
N 0.3 -1.7 -0.2
N -0.4 -3.6 -1.5
S 0.2 -1.1 0.2
H -0.2 0.5 -1.4
H 0.5 -0.8 1.0
H 0.6 0.4 0.3
H -0.6 -1.2 -0.2
H 1.1 0.5 -0.1
H -0.6 1.2 0.7
H -0.9 0.7 1.3

Calculated values
Spin multiplicity: 3
Total charge: +1
HOMO level (spin up / spin down) in hartree: -0.435 / -0.511
Lowest unoccupied orbital energy (spin up / spin down) in eV: -3.231 / -7.083

***

Entry 7:
DFT (the ωB97M-V functional and the def2-TZVPD basis) results for the molecule C2H7N5.

Geometry (Å):
H (-1.035778, -2.378532, -0.138294)
N (-1.543207, -1.517376, -0.366102)
C (-0.697065, -0.560732, -0.047832)
N (-1.034985, 0.687025, -0.473369)
N (-0.839472, 1.649897, 0.554061)
N (0.481272, -0.691826, 0.775437)
N (1.860145, -0.580088, 0.134845)
C (1.997079, 0.594080, -0.508197)
H (-1.795601, 0.859300, -1.224955)
H (-0.234065, 2.352921, -0.056766)
H (-1.897425, 2.037484, 0.903843)
H (0.412300, -1.789692, 1.009999)
H (1.136837, 1.490766, -0.575084)
H (3.147364, 0.394232, -0.956672)

Force components x, y, z for each atom (eV/Å):
H -0.6 -0.3 -0.2
N 2.5 0.8 0.9
C -2.0 -1.7 -1.0
N -0.9 0.9 -0.7
N -1.6 3.1 -1.6
N 0.5 -4.1 -0.5
N -3.2 4.4 -1.2
C 1.5 -3.3 0.9
H 1.7 -1.0 2.1
H -2.4 -0.4 2.6
H 4.0 -0.9 -1.5
H 0.6 3.3 -0.3
H 3.1 -2.7 -0.1
H -3.3 2.0 0.7

Calculated values
Total charge: 0
HOMO level in hartree: -0.331
Structure (SMILES): [H]/N=C(/NN)NN=C
Lowest unoccupied orbital energy in eV: 0.682

***

Entry 8:
DFT (the ωB97M-V functional and the def2-TZVPD basis) results for the molecule C2H7N5O.

Geometry (Å):
H (-1.776020, -1.895119, -0.259071)
N (-0.912641, -1.224868, -0.105604)
C (-1.155002, 0.177429, -0.174644)
N (-2.386839, 0.914055, 0.215416)
O (-0.249648, 1.047427, -0.542173)
C (0.929795, 0.438357, -0.870440)
N (0.929426, -0.223494, -2.024998)
H (1.841255, -0.673842, -2.251342)
N (1.901091, 0.442117, 0.149784)
N (1.742912, -0.025216, 1.524821)
H (-2.878616, 1.460928, -0.568470)
H (-3.152384, 0.155226, 0.781355)
H (2.545590, -0.311160, -0.140957)
H (1.313575, 0.643429, 2.408246)
H (1.307507, -0.925270, 1.858077)

Force components x, y, z for each atom (eV/Å):
H 1.7 2.6 0.9
N -2.1 4.7 -0.8
C -4.0 -5.8 1.1
N -1.7 -3.4 0.4
O 0.8 0.4 0.5
C 0.0 -3.8 -3.0
N 1.3 2.8 2.8
H -0.8 0.4 0.6
N 0.6 -2.1 0.6
N -2.0 1.8 4.8
H 1.2 -1.3 1.5
H 3.1 3.0 -2.7
H 0.1 1.2 -0.2
H 1.7 -1.4 -4.3
H 0.2 0.8 -2.3

Calculated values
Total charge: 0
HOMO level in hartree: -0.334
Structure (SMILES): [H]/N=C(\N)O/C(=N/[H])NN
Lowest unoccupied orbital energy in eV: 0.701

***

Entry 9:
DFT (the ωB97M-V functional and the def2-TZVPD basis) results for the molecule C2H7N5O.

Geometry (Å):
N (2.789336, 0.735910, 0.380992)
N (2.521681, -0.439123, -0.217311)
C (1.422716, -1.073303, -0.219812)
N (0.163416, -0.633026, 0.080106)
N (-0.064758, 0.703954, 0.080048)
C (-1.256075, 1.066683, -0.170110)
N (-2.415085, 0.396151, -0.379654)
O (-2.598331, -0.788290, 0.474906)
H (3.354151, 1.232900, -0.352499)
H (1.865518, 1.234098, 0.566805)
H (1.583493, -2.029735, -0.730493)
H (-0.689739, -1.230465, 0.164933)
H (-1.335671, 2.115938, -0.219629)
H (-3.081231, 1.135785, -0.291350)
H (-2.871844, -1.459540, -0.206746)

Force components x, y, z for each atom (eV/Å):
N -1.3 2.6 -0.5
N 0.6 -2.2 -0.4
C 1.5 -0.2 -1.0
N -1.8 -1.2 0.9
N -0.4 -0.3 -0.6
C 2.3 0.6 1.0
N 0.0 -1.6 -0.3
O -0.7 0.7 -1.7
H -0.7 -0.1 1.5
H 1.7 -0.1 -0.4
H -1.0 0.0 0.4
H 1.6 0.4 -0.2
H -0.5 1.3 -0.1
H -1.6 -0.6 0.6
H 0.2 0.9 1.0

Calculated values
Total charge: 0
HOMO level in hartree: -0.272
Structure (SMILES): N/N=C\N/N=C\NO
Lowest unoccupied orbital energy in eV: 0.334

***

Entry 10:
DFT (the ωB97M-V functional and the def2-TZVPD basis) results for a cluster of 2 separate species, C2H7NO in total.

Geometry (Å):
C (2.248985, -0.391452, 0.545044)
O (1.617375, -0.357295, 1.571453)
H (3.220855, 0.132885, 0.491939)
H (1.750334, -0.598744, -0.412674)
C (-1.461775, 0.599512, -0.628485)
N (-0.749072, -0.591307, -0.133975)
H (-2.338018, 0.876306, -0.036201)
H (-1.806581, 0.410470, -1.647676)
H (-0.796572, 1.460908, -0.674720)
H (-0.206022, -0.337153, 0.693608)
H (-1.479509, -1.204134, 0.231684)

Force components x, y, z for each atom (eV/Å):
C -0.6 2.0 -0.1
O 0.4 -0.6 0.1
H 0.3 -0.7 0.1
H 0.1 -0.7 0.0
C 0.1 -0.1 -0.3
N -0.6 0.3 0.5
H 0.0 0.1 0.1
H 0.0 0.0 0.0
H 0.1 0.0 0.0
H -0.2 -0.1 -0.2
H 0.4 -0.2 -0.2

Calculated values
Total charge: 0
HOMO level in hartree: -0.342
Structure (SMILES): C=O.CN
Lowest unoccupied orbital energy in eV: 0.680

***

What is the total charge in the third record? +1

***

Copy entry 3 word for word.
DFT (the ωB97M-V functional and the def2-TZVPD basis) results for the ion C2H7N4 with charge +1.

Geometry (Å):
C (-1.704369, -0.260388, -0.102349)
C (2.171184, -0.264060, -0.093159)
N (0.212826, 1.149340, 0.204624)
N (-1.016125, 1.172147, 0.054555)
N (-0.808205, -1.268085, 0.167549)
N (0.858055, 0.128731, 0.250248)
H (-2.659043, -0.212640, 0.471318)
H (-2.016762, -0.158102, -1.164587)
H (2.803806, -0.839441, 0.458638)
H (2.570354, 0.827590, -0.238660)
H (1.996144, -0.748562, -1.056029)
H (-1.556232, 2.039854, -0.084990)
H (-0.851631, -1.566379, 1.132844)

Force components x, y, z for each atom (eV/Å):
C -1.6 1.5 -1.3
C -0.5 4.6 -3.7
N 1.8 0.7 -0.7
N -1.6 -0.7 0.5
N 2.1 1.2 -0.5
N -4.3 -2.6 2.0
H 0.9 -0.1 0.2
H 0.5 -0.7 0.4
H 0.9 -1.5 2.6
H 0.3 -2.2 -0.1
H 0.6 0.1 -0.2
H 0.8 -0.4 0.4
H 0.2 0.2 0.5

Calculated values
Total charge: +1
HOMO level (spin up / spin down) in hartree: -0.551 / -0.550
Lowest unoccupied orbital energy (spin up / spin down) in eV: -6.179 / -6.178